25
Properties=species:S:1:pos:R:3:forces:R:3:nbo_charge:R:1 method="wB97M-V/def2-TZVPD" homo_energy_ha=-0.3093 fmax_ev_per_a=8.0 gap_ev=8.0145 e_above_lowest_ev=9.431 e_lumo_ha=-0.01474 charge=0
C -2.93845 1.10345 -2.20023 -3.36 -1.45 2.72 -0.641
C -1.98661 0.30394 -1.03929 -1.26 2.21 -3.74 0.420
C -0.42034 0.36342 0.39498 -1.32 7.33 2.94 0.094
C 0.49909 1.05302 1.24526 -0.12 -2.77 -1.11 -0.208
C 1.60569 0.31775 1.51383 2.32 -1.85 1.87 -0.059
C 2.39941 0.91162 2.63768 -3.47 2.22 2.99 -0.094
C 1.99236 -1.00034 1.02666 -1.49 2.08 -2.91 -0.213
C 1.24533 -1.25078 -0.16332 1.85 -2.39 -0.80 -0.208
C 0.01376 -0.50856 -0.44345 1.22 -5.85 -3.52 0.075
C -1.18071 -1.67629 -2.34834 -2.18 -0.80 -3.14 -0.400
H -3.45957 1.94646 -1.38920 1.17 -2.47 -3.02 0.263
H -3.90369 0.38388 -3.05434 2.87 2.03 3.29 0.197
H -2.36114 1.56376 -2.98162 0.65 0.23 0.20 0.210
H 0.55152 2.04848 1.63181 -1.28 0.37 0.00 0.230
H 3.24550 1.55232 2.51295 0.55 0.47 -0.99 0.184
H 1.44526 1.54861 3.00771 3.20 -0.52 0.15 0.172
H 2.11804 0.23456 4.99218 2.31 -0.50 -5.29 0.427
H 2.97895 -1.50796 1.28387 -1.74 0.80 -0.33 0.247
H 1.79328 -2.04981 -0.88535 -2.10 1.79 1.49 0.224
H -0.19052 -1.70798 -2.85135 -0.67 -0.85 0.34 0.218
H -1.97659 -1.38308 -3.29311 2.11 -0.78 2.88 0.214
H -1.56601 -2.65204 -1.84495 0.97 1.49 -1.12 0.211
N -1.60911 0.97442 -0.00510 -0.63 -0.10 0.56 -0.474
N -1.08396 -0.61921 -1.42889 2.37 -0.17 1.83 -0.399
O 2.78850 0.05033 3.68162 -1.96 -0.52 4.71 -0.689